Entry 1:
Formula: C6H3O
Source: the Open Molecules 2025 dataset
Level of theory: the ωB97M-V functional and the def2-TZVPD basis

## Properties
HOMO: -14.650 eV
LUMO level: -5.43 eV
spin multiplicity: 1
HOMO-LUMO gap: 9.216 eV
net charge: +1

```
10
Properties=species:S:1:pos:R:3:forces:R:3:lowdin_charge:R:1
C 0.552 0.419 -2.780 -0.19 -2.58 -2.37 0.146
C -0.659 0.344 3.619 -0.88 1.09 -0.07 0.210
C 0.199 -0.235 -1.756 0.66 -0.45 -1.13 -0.018
C -0.107 -0.748 0.303 -1.41 -2.58 -5.71 -0.043
C -0.304 -0.021 2.548 0.04 -0.96 -1.70 -0.052
C 0.054 -1.198 -0.873 -0.93 1.20 1.77 0.164
O 0.193 -0.550 1.410 2.23 1.53 7.14 0.231
H 0.617 -0.407 -3.634 -0.20 1.65 1.44 0.194
H -1.255 0.989 4.234 0.36 -0.39 0.69 0.081
H 0.710 1.406 -3.070 0.31 1.49 -0.05 0.086
```
Positions in Å, forces in eV/Å.



Entry 2:
Formula: C6H41NO13
Source: the Open Molecules 2025 dataset
Level of theory: the ωB97M-V functional and the def2-TZVPD basis

## Properties
HOMO: -9.408 eV
LUMO level: -0.26 eV
spin multiplicity: 1
HOMO-LUMO gap: 9.152 eV
net charge: 0

```
61
Properties=species:S:1:pos:R:3:forces:R:3:lowdin_charge:R:1
C 2.260 -0.005 -0.834 -1.12 0.82 -1.10 -0.079
N 1.083 0.908 -0.752 0.73 -0.07 0.38 -0.071
C -0.081 0.297 -0.066 -0.26 0.65 0.10 -0.345
C -1.355 0.851 -0.756 0.05 -0.87 0.37 -0.401
C -2.556 -0.051 -0.470 -0.18 0.26 -0.05 -0.053
C -1.665 2.287 -0.388 -0.05 0.85 0.46 -0.068
C -0.080 0.528 1.448 -0.75 0.15 0.03 -0.026
H 3.069 0.545 -1.353 -0.24 -0.48 0.40 0.090
H 1.918 -0.857 -1.437 0.53 0.05 0.11 0.079
H 2.583 -0.358 0.126 0.35 -0.15 0.40 0.028
H 1.393 1.741 -0.235 -0.31 -0.44 -0.33 0.096
H -0.044 -0.788 -0.216 0.08 0.18 -0.24 0.105
H -1.146 0.777 -1.829 -0.28 0.07 0.17 0.086
H -2.801 -0.058 0.602 -0.06 0.11 -0.18 0.071
H -3.422 0.313 -1.047 0.23 -0.23 0.27 0.091
H -2.344 -1.083 -0.753 -0.06 -0.05 -0.14 0.066
H -2.391 2.736 -1.078 0.05 -0.30 0.13 0.087
H -0.787 2.947 -0.397 -0.03 -0.23 -0.08 0.066
H -2.061 2.384 0.649 0.11 -0.20 -0.67 0.088
H -0.253 1.574 1.713 0.02 -0.03 -0.18 0.064
H -0.858 -0.065 1.948 0.08 0.02 -0.24 0.065
H 0.847 0.249 1.903 0.51 -0.35 0.18 0.038
H 0.010 -2.310 3.419 0.12 0.00 0.04 0.013
H 1.156 -3.128 2.819 0.08 -0.01 0.09 0.038
O 0.980 -2.457 3.496 0.04 -0.01 -0.23 -0.064
H -2.135 -3.066 3.496 -0.15 -0.06 0.12 0.066
H -2.118 -1.512 3.420 -0.18 -0.11 0.10 0.004
O -1.716 -2.325 3.057 0.25 0.05 -0.29 -0.059
H 0.161 -1.010 -2.495 -0.09 -0.18 0.06 0.034
H -0.339 -2.351 -1.860 0.09 0.12 0.05 0.013
O -0.206 -1.878 -2.706 0.26 0.13 -0.16 -0.046
H 1.407 3.048 1.574 -0.17 0.40 0.19 -0.021
H 0.932 4.195 2.465 0.03 0.15 0.15 0.033
O 0.731 3.753 1.640 0.04 -0.22 -0.22 -0.077
H 2.175 -1.345 2.877 0.32 0.25 -0.73 0.050
H 3.683 -1.211 2.834 0.47 0.09 -0.05 0.076
O 2.924 -0.996 2.287 -0.82 -0.28 1.00 -0.097
H 0.349 1.783 -2.430 0.24 0.24 -0.24 0.017
H 0.211 3.203 -3.006 -0.03 -0.08 -0.10 0.074
O 0.202 2.275 -3.273 -0.20 -0.03 0.35 -0.070
H 2.668 0.954 -3.232 0.09 -0.21 0.20 -0.024
H 1.839 1.787 -4.148 -0.10 0.19 0.01 -0.002
O 2.752 1.503 -4.010 0.25 -0.02 -0.30 -0.066
H -0.864 -2.943 0.442 -0.37 0.06 0.03 0.041
H 0.575 -3.241 0.073 -0.03 0.00 -0.32 0.011
O -0.324 -3.184 -0.315 0.16 -0.14 0.38 -0.060
H 2.624 0.922 1.817 0.26 0.84 -0.08 0.023
H 3.633 2.091 1.827 0.13 0.12 -0.02 0.072
O 2.722 1.885 1.611 0.10 -1.02 0.23 -0.059
H 2.579 -2.306 1.043 -0.42 -0.69 -0.06 0.030
H 2.906 -3.640 0.336 -0.05 -0.19 -0.10 0.074
O 2.184 -3.176 0.769 0.56 0.68 0.27 -0.061
H -1.546 -1.500 -3.643 -0.75 0.04 -0.37 0.010
H -3.066 -1.802 -3.762 -0.05 0.00 0.00 0.047
O -2.377 -1.249 -4.138 0.54 -0.27 0.19 -0.080
H -1.748 1.723 -3.775 0.01 0.37 0.02 -0.011
H -2.613 0.519 -3.968 -0.33 -0.07 0.00 -0.017
O -2.680 1.468 -3.757 0.24 -0.05 -0.02 -0.088
H -3.771 0.060 4.181 0.23 -0.02 -0.01 0.074
H -2.386 0.706 3.999 -0.02 0.05 0.01 0.062
O -2.822 -0.114 4.258 -0.21 0.12 -0.03 -0.035
```
Positions in Å, forces in eV/Å.



Entry 3:
Formula: C6H41NO14
Source: the Open Molecules 2025 dataset
Level of theory: the ωB97M-V functional and the def2-TZVPD basis

## Properties
HOMO: -9.998 eV
LUMO level: 0.00 eV
spin multiplicity: 1
HOMO-LUMO gap: 9.997 eV
net charge: 0

```
62
Properties=species:S:1:pos:R:3:forces:R:3:lowdin_charge:R:1
C 2.148 1.793 -2.359 0.33 0.50 0.54 -0.205
O 0.788 2.177 -2.503 0.80 1.90 0.31 -0.059
C 2.457 0.800 -1.136 -0.72 2.67 -2.43 -0.384
C 3.400 -0.220 -1.762 0.01 -2.48 0.54 -0.117
C 3.127 -1.668 -1.056 -1.18 2.55 2.31 -0.400
C 4.431 -2.220 -0.472 0.60 -0.56 2.18 -0.091
C 2.371 -2.584 -1.965 0.54 1.04 -1.78 -0.078
N 3.120 1.559 -0.093 -0.06 -0.85 1.84 0.015
H 2.842 2.705 -2.228 -1.39 -0.99 -0.30 0.142
H 2.360 1.343 -3.330 0.63 -0.15 0.23 0.094
H 0.185 1.504 -2.243 -0.60 -1.05 0.34 0.048
H 1.441 0.648 -0.713 0.64 -1.47 -0.52 0.131
H 4.525 0.051 -1.604 -2.11 -0.14 -0.20 0.134
H 3.237 -0.274 -2.893 0.28 -0.30 1.68 0.113
H 2.340 -1.508 -0.174 1.86 0.13 -1.44 0.153
H 4.681 -2.142 0.702 -1.41 -0.12 -2.34 0.118
H 5.295 -1.664 -0.832 0.10 -0.53 -0.65 0.049
H 4.432 -3.294 -0.713 0.76 0.33 0.15 0.065
H 2.708 -3.577 -1.881 -0.40 -1.57 0.53 0.062
H 1.305 -2.411 -2.049 -0.19 -0.49 0.79 0.062
H 2.661 -2.333 -2.970 0.44 0.01 -0.81 0.070
H 3.996 1.750 -0.538 1.02 0.34 0.66 0.065
H 3.265 0.902 0.740 0.14 1.26 -1.56 0.130
H -3.709 -2.023 1.151 -0.74 -1.05 1.68 0.035
H -3.701 -0.502 0.987 -2.08 4.83 2.11 -0.063
O -3.428 -1.277 0.680 2.86 -3.98 -4.07 0.031
H -2.280 -0.430 -2.397 -0.34 0.60 0.12 0.026
H -2.406 -0.207 -3.815 -0.10 -0.14 -1.35 0.033
O -2.570 0.279 -3.023 0.38 -0.61 1.16 -0.050
H -0.482 0.916 0.610 0.59 1.57 0.48 -0.032
H -1.367 -0.176 1.256 1.88 0.47 -2.69 0.085
O -0.772 0.044 0.430 -2.25 -2.41 1.16 -0.104
H -3.073 -0.970 3.816 -0.41 -0.12 0.08 0.042
H -1.854 -0.944 3.032 1.63 1.04 -0.69 -0.042
O -2.470 -1.564 3.354 -1.19 -0.95 1.01 -0.029
H 2.311 3.191 0.793 0.01 -0.70 -0.23 0.004
H 1.650 4.541 0.928 -0.10 -0.22 0.35 0.062
O 1.591 3.634 1.268 0.58 1.22 -0.27 -0.080
H -4.017 1.983 3.255 1.38 6.69 1.98 -0.049
H -3.976 1.111 2.092 0.68 0.50 -2.60 -0.045
O -4.178 1.179 2.988 -2.06 -7.07 0.96 0.041
H -1.268 -1.226 -0.789 -0.82 -0.61 0.22 0.023
H -0.423 -1.525 -1.843 1.32 -0.17 -1.14 0.000
O -1.258 -1.856 -1.556 -0.48 0.97 0.98 -0.068
H -0.462 3.270 1.036 0.07 -1.77 1.48 0.103
H 0.098 2.438 2.236 0.61 0.42 0.15 0.025
O -0.628 2.465 1.626 -1.15 1.29 -1.54 -0.078
H -0.121 -2.134 4.574 -0.63 -0.15 0.11 0.007
H 0.030 -0.955 5.588 1.19 -1.84 -1.41 0.099
O 0.549 -1.669 5.074 -0.61 1.50 1.94 -0.095
H -2.267 1.700 0.678 2.86 0.66 0.26 -0.045
H -3.473 2.106 -0.276 0.89 -0.61 1.13 0.039
O -3.158 1.586 0.524 -4.01 -0.03 -0.95 -0.046
H -2.864 -3.418 -2.133 -2.44 -0.38 2.08 0.057
H -3.552 -2.785 -0.779 -0.46 -2.89 -3.06 0.075
O -3.691 -3.581 -1.515 2.83 3.38 0.95 -0.192
H -3.685 2.931 -2.617 0.25 1.00 -0.79 0.054
H -3.862 1.564 -2.136 0.18 -1.10 -0.18 0.024
O -3.783 2.455 -1.812 -0.60 0.26 0.48 -0.025
H 0.735 0.263 3.028 0.75 0.15 0.37 0.037
H 0.575 -1.328 2.947 -0.69 2.58 -0.14 0.103
O 0.124 -0.426 2.810 0.11 -2.38 -0.21 -0.078
```
Positions in Å, forces in eV/Å.